No. 1
Entry from the OMol25 dataset: a cluster of 5 separate species, C34H56IN2O17 in total in a non-equilibrium geometry (ωB97M-V with the def2-TZVPD basis set).

Geometry as XYZ:
```
110
Properties=species:S:1:pos:R:3:forces:R:3:lowdin_charge:R:1
C -2.501 0.036 -1.686 0.844 -0.165 0.726 0.016
C -1.555 -1.029 -2.442 -1.518 1.842 -5.399 -0.343
O -1.564 -0.966 -3.701 0.685 -0.810 5.625 0.093
O -0.711 -1.984 -1.759 -1.980 -1.350 0.104 0.029
C -1.238 -3.311 -1.869 -2.194 -1.624 -2.473 -0.330
O -2.090 -3.662 -2.709 3.276 1.752 3.255 0.091
C -0.732 -4.442 -0.828 0.810 1.487 0.728 -0.032
C -0.311 -3.670 0.531 -1.586 0.216 1.888 -0.094
C -1.477 -3.322 1.531 4.615 1.432 1.468 -0.546
I -3.557 -3.832 1.196 1.770 0.459 0.125 0.933
C -1.061 -2.573 2.837 2.136 -1.216 -2.812 0.009
C 0.460 -2.240 3.107 -1.370 -1.769 -2.640 -0.071
C 0.779 -1.513 4.495 -0.714 -0.054 -0.581 -0.132
C -0.033 -0.121 4.507 -0.963 -0.041 -0.176 -0.183
C 0.745 1.113 5.180 0.589 -0.188 0.583 -0.345
C 0.134 1.418 6.651 0.638 -0.978 0.043 -0.085
C 0.887 2.414 4.249 -0.123 0.111 0.851 -0.165
C -0.448 2.832 3.451 0.408 1.468 -0.376 -0.177
C -0.025 3.257 1.968 0.204 -1.641 -1.657 -0.078
C 0.291 2.385 0.898 -0.144 1.622 0.939 -0.291
C 0.953 3.036 -0.438 -0.623 -0.688 1.215 -0.079
C 0.069 0.803 0.864 0.454 0.125 -0.688 -0.091
C 1.493 -2.646 2.032 -2.275 0.497 1.924 -0.037
C 3.035 -2.336 2.294 -0.126 -0.758 -0.857 -0.080
C 3.643 -1.139 1.403 0.573 -1.038 -0.099 -0.160
O 4.770 -0.580 2.162 -1.911 1.928 0.027 -0.104
C 4.488 0.838 2.323 1.522 1.067 -3.413 -0.180
O 4.832 1.610 1.403 -1.855 -3.179 3.837 0.044
N 1.072 -3.333 0.816 -3.048 0.942 2.224 -0.069
N 1.990 -3.714 -0.176 0.731 -0.521 0.395 0.109
H -3.012 -0.410 -0.757 0.775 0.630 -1.459 0.087
H -1.838 0.921 -1.339 -0.989 -1.524 -0.498 0.081
H -3.266 0.471 -2.429 1.365 -1.111 1.084 0.111
H 0.131 -5.072 -1.244 -1.274 1.269 0.450 0.133
H -1.631 -5.138 -0.666 1.397 1.315 -0.054 0.103
H -1.896 -2.283 3.577 1.659 -0.500 -1.210 0.122
H 1.881 -1.284 4.674 -1.496 -0.663 -0.382 0.102
H 0.357 -2.205 5.322 0.997 1.089 -1.284 0.139
H -1.019 -0.321 5.082 1.536 0.474 -0.870 0.124
H -0.367 0.099 3.423 0.705 -0.132 1.777 0.076
H 1.827 0.741 5.380 -1.633 0.628 -0.286 0.125
H 0.026 0.379 7.155 -0.069 1.719 -0.684 0.085
H 0.880 1.989 7.327 -1.306 -0.651 -1.345 0.092
H -0.886 1.931 6.624 1.440 -0.645 -0.021 0.088
H 1.161 3.289 4.957 -0.317 -1.441 -1.181 0.127
H 1.775 2.306 3.534 -1.384 0.010 0.849 0.096
H -0.840 3.795 3.960 0.458 -1.658 -0.871 0.116
H -1.304 2.079 3.510 1.337 0.779 -0.264 0.108
H 0.076 4.386 1.751 0.015 -2.013 0.540 0.119
H 1.210 4.112 -0.160 -0.372 -1.440 -0.761 0.075
H 1.926 2.467 -0.699 -1.636 0.925 0.303 0.082
H 0.190 2.973 -1.305 1.425 0.195 1.256 0.083
H 0.403 0.406 -0.173 -0.495 0.723 1.586 0.077
H -1.042 0.497 0.952 1.785 0.514 0.255 0.085
H 0.735 0.235 1.622 -1.275 0.977 -0.962 0.050
H 3.273 -2.114 3.387 -0.778 -0.325 -1.554 0.123
H 3.625 -3.293 2.024 -0.883 1.479 0.518 0.135
H 2.897 -0.315 1.139 0.874 -1.351 0.202 0.123
H 4.125 -1.630 0.471 -0.977 1.181 1.214 0.132
H 3.933 1.131 3.276 0.875 -0.373 -1.070 0.167
H 2.708 -2.989 -0.305 -0.569 -0.414 0.127 0.100
H 2.435 -4.606 0.121 -0.281 0.880 -0.313 0.141
C -8.715 -4.073 -4.287 -0.473 -0.006 0.215 -0.045
O -7.577 -4.212 -5.134 0.677 0.118 0.204 -0.007
C -6.399 -3.988 -4.520 -0.123 -0.130 -0.339 -0.598
O -6.248 -3.692 -3.358 -0.060 -0.083 -0.410 0.110
O -5.420 -4.152 -5.426 -0.522 0.056 0.254 0.003
C -4.106 -3.945 -4.910 0.418 0.033 0.090 -0.054
H -9.605 -4.274 -4.884 0.298 0.010 -0.163 0.101
H -8.677 -4.796 -3.470 0.090 0.189 -0.002 0.098
H -8.785 -3.054 -3.900 0.090 -0.170 0.093 0.086
H -3.886 -4.663 -4.118 -0.120 0.213 -0.015 0.083
H -3.991 -2.921 -4.547 -0.042 -0.184 0.103 0.089
H -3.398 -4.102 -5.725 -0.305 -0.019 -0.067 0.101
C -7.876 -0.762 -5.975 0.258 -0.282 0.195 -0.046
O -8.485 0.243 -6.781 -0.324 0.000 -0.193 0.002
C -9.600 -0.160 -7.414 -0.043 0.109 -0.090 -0.596
O -10.094 -1.260 -7.348 0.228 0.453 0.025 0.122
O -10.068 0.874 -8.133 0.298 -0.295 0.323 -0.001
C -11.260 0.587 -8.863 -0.401 -0.026 -0.280 -0.045
H -6.988 -0.330 -5.512 -0.165 0.205 -0.186 0.096
H -8.555 -1.084 -5.181 0.002 -0.060 -0.190 0.088
H -7.566 -1.613 -6.587 -0.191 0.003 0.107 0.101
H -12.073 0.319 -8.185 0.147 -0.124 -0.084 0.099
H -11.084 -0.210 -9.590 -0.054 -0.016 0.203 0.099
H -11.545 1.490 -9.404 0.265 0.010 0.183 0.095
C 6.819 0.396 -0.821 -0.089 0.044 0.366 -0.047
O 6.937 0.680 -2.214 0.109 0.226 -0.223 -0.002
C 7.387 1.918 -2.487 0.043 0.066 -0.165 -0.597
O 7.681 2.760 -1.674 -0.160 -0.401 -0.301 0.125
O 7.451 2.053 -3.822 -0.102 -0.225 0.497 -0.002
C 7.916 3.329 -4.260 0.166 0.425 -0.233 -0.044
H 6.450 -0.625 -0.718 0.068 0.057 -0.299 0.085
H 7.793 0.462 -0.330 -0.132 0.122 -0.018 0.106
H 6.102 1.071 -0.349 0.322 -0.058 -0.097 0.068
H 8.933 3.511 -3.905 -0.186 0.036 0.097 0.100
H 7.242 4.121 -3.925 0.163 -0.087 0.103 0.099
H 7.927 3.323 -5.350 -0.096 -0.268 0.154 0.095
C 5.923 3.801 3.086 0.095 0.148 -0.600 -0.036
O 5.501 3.476 4.413 0.016 0.064 0.424 -0.019
C 6.050 4.244 5.372 0.057 0.067 0.096 -0.600
O 6.835 5.142 5.198 -0.401 -0.453 0.070 0.134
O 5.571 3.833 6.560 0.018 -0.028 -0.465 -0.012
C 6.072 4.565 7.678 0.143 0.221 0.437 -0.045
H 5.415 3.118 2.402 0.190 0.506 0.547 0.044
H 5.638 4.824 2.830 0.206 -0.042 0.142 0.107
H 7.001 3.662 2.979 -0.090 0.196 0.090 0.109
H 5.793 5.618 7.605 0.172 -0.100 -0.084 0.100
H 7.156 4.456 7.754 -0.115 0.143 -0.114 0.101
H 5.620 4.149 8.579 -0.078 -0.129 -0.276 0.093
```
Positions in Å, forces in eV/Å.

Calculated values
LUMO level = -4.7 eV
E = -3014.86864 a.u.
Gap between HOMO and LUMO = 6.55 eV
Total charge = +1

***

No. 2
Entry from the OMol25 dataset: a structure of composition C34H56N3OP2SSr in a non-equilibrium geometry (ωB97M-V with the def2-TZVPD basis set).

Geometry as XYZ:
```
98
Properties=species:S:1:pos:R:3:forces:R:3:lowdin_charge:R:1
C 2.321 -1.300 -1.510 0.195 0.140 -0.616 -0.346
C 1.372 0.664 -2.407 -1.903 0.777 0.351 -0.383
C 3.302 -1.304 -2.518 -0.523 -0.788 1.212 -0.068
C 2.160 0.515 -3.574 1.178 -0.221 -0.054 -0.074
C 3.201 -0.398 -3.574 -0.798 0.351 -0.254 -0.068
H 4.068 -2.078 -2.470 -0.118 0.249 -0.189 0.106
H 2.073 1.278 -4.349 0.066 -0.263 0.153 0.110
H 3.909 -0.440 -4.399 -0.139 0.045 0.131 0.110
N 1.362 -0.344 -1.435 0.554 0.413 -0.047 0.022
P 0.638 -2.752 0.206 -0.741 0.230 -0.021 1.022
P 0.106 2.658 -0.788 -0.488 -1.187 -0.175 0.985
C 2.300 -2.473 -0.488 -0.093 0.907 -0.830 -0.273
H 2.643 -3.374 -0.987 0.244 -0.135 -0.060 0.081
H 2.996 -2.237 0.308 0.114 -0.020 0.285 0.082
C -2.549 -0.123 2.616 -4.071 -0.595 3.214 0.042
O -3.421 -0.236 3.374 3.618 0.492 -3.112 0.108
C 0.531 1.841 -2.310 -0.574 -1.216 -0.673 -0.354
H 0.293 2.372 -3.244 0.757 -0.128 0.440 0.045
C -1.575 3.637 -0.960 1.117 0.158 -0.276 -0.654
C 1.576 3.765 -0.713 -0.504 0.671 0.223 -0.709
C -0.279 -3.794 -1.121 -0.993 0.471 0.596 -0.651
C 0.912 -3.654 1.837 0.306 -0.606 -0.532 -0.708
C -2.699 2.842 -0.285 -0.195 -0.068 -0.232 -0.131
H -2.466 2.601 0.757 0.093 0.106 0.095 0.056
H -3.620 3.442 -0.282 0.179 -0.074 0.033 0.093
H -2.936 1.913 -0.810 0.097 0.099 0.028 0.039
C -1.476 4.990 -0.231 -0.416 0.252 -0.328 -0.098
H -1.204 4.872 0.817 0.016 -0.031 0.029 0.073
H -0.782 5.694 -0.708 -0.203 -0.347 0.195 0.065
H -2.470 5.474 -0.255 0.283 -0.192 0.012 0.092
C -1.914 3.863 -2.437 -0.958 0.252 -0.061 -0.089
H -2.855 4.477 -2.495 0.674 -0.542 -0.057 0.106
H -1.138 4.427 -2.974 -0.169 -0.276 0.180 0.079
H -2.100 2.896 -2.951 0.124 0.721 0.353 0.047
C 1.613 4.351 0.705 0.980 -0.144 -0.245 -0.112
H 1.500 3.551 1.447 0.013 0.169 -0.095 0.025
H 2.598 4.802 0.843 -0.001 0.170 0.237 0.086
H 0.868 5.106 0.864 -0.330 0.342 0.105 0.047
C 2.834 2.910 -0.920 0.462 0.189 -0.346 -0.092
H 2.897 2.088 -0.195 -0.025 0.073 -0.154 0.061
H 2.916 2.500 -1.947 -0.089 0.318 0.741 0.080
H 3.711 3.573 -0.763 -0.373 -0.313 0.032 0.096
C 1.505 4.845 -1.809 0.271 0.102 -0.127 -0.077
H 1.067 4.493 -2.764 0.264 -0.003 0.556 0.072
H 0.956 5.732 -1.483 0.098 -0.145 -0.076 0.064
H 2.525 5.163 -2.035 0.018 0.154 -0.072 0.082
C -0.461 -3.990 2.451 0.172 0.156 -0.187 -0.093
H -0.306 -4.422 3.441 -0.060 -0.036 0.036 0.089
H -1.075 -3.084 2.570 0.099 -0.164 -0.011 0.062
H -1.028 -4.711 1.849 0.141 0.177 0.130 0.070
C 1.692 -2.716 2.783 -0.235 0.040 -0.157 -0.116
H 2.721 -2.545 2.438 -0.275 -0.037 0.105 0.081
H 1.211 -1.735 2.893 0.104 -0.231 -0.033 0.009
H 1.742 -3.187 3.773 0.030 0.040 -0.159 0.092
C 1.754 -4.935 1.664 0.351 -0.244 0.106 -0.093
H 2.697 -4.739 1.098 -0.690 -0.123 0.435 0.091
H 2.038 -5.296 2.668 0.003 0.041 -0.325 0.090
H 1.211 -5.752 1.166 0.272 0.425 0.254 0.060
C 0.141 -3.375 -2.540 -0.117 0.273 0.109 -0.090
H 1.177 -3.655 -2.743 -0.064 0.092 -0.059 0.084
H -0.497 -3.904 -3.272 0.197 0.146 0.307 0.099
H 0.021 -2.290 -2.708 0.133 -0.474 0.126 0.058
C -1.830 -3.464 -0.957 1.515 0.008 -0.398 -0.086
H -2.036 -2.422 -1.228 0.061 -0.136 0.022 0.034
H -2.378 -4.105 -1.642 -0.189 -0.111 -0.043 0.084
H -2.168 -3.644 0.054 -0.162 -0.139 0.330 0.054
C -0.060 -5.288 -0.958 0.148 -0.457 -0.222 -0.106
H 1.015 -5.534 -1.011 -0.442 0.010 0.060 0.088
H -0.485 -5.693 -0.028 0.175 0.163 -0.289 0.070
H -0.551 -5.812 -1.791 0.080 0.077 0.156 0.093
Sr -0.630 -0.039 0.459 0.677 0.331 -1.139 0.894
N -1.888 0.019 -1.726 -0.239 0.011 -0.105 0.049
C -1.679 0.442 -2.783 0.667 -0.462 0.186 -0.217
C -1.871 0.481 -4.252 0.163 -0.161 0.120 -0.548
C -1.200 1.547 -5.103 0.211 -0.028 -0.087 -0.046
C -1.357 -0.892 -4.743 -0.269 -0.481 0.795 -0.030
C -3.415 0.597 -4.295 -0.510 -0.018 0.627 -0.018
H -1.426 2.552 -4.787 -0.035 0.282 0.078 0.066
H -0.117 1.415 -5.154 -0.127 0.003 0.138 0.073
H -1.582 1.430 -6.118 -0.046 -0.048 -0.009 0.100
H -1.757 -1.686 -4.060 0.321 0.514 -0.803 0.089
H -1.723 -1.051 -5.761 0.171 -0.077 0.098 0.099
H -0.252 -0.918 -4.703 -0.550 -0.030 -0.131 0.090
H -3.712 1.297 -5.085 -0.161 -0.423 0.105 0.092
H -3.819 -0.425 -4.430 -0.141 0.697 -0.090 0.098
H -3.785 0.984 -3.300 0.110 -0.318 -1.300 0.095
S 1.473 0.888 2.223 -0.126 0.327 1.250 0.576
C 1.071 1.370 3.829 0.053 -0.622 -1.109 -0.685
N -0.125 0.996 4.391 0.404 0.344 0.184 0.053
C -0.481 1.315 5.666 0.762 0.399 0.120 -0.049
C 0.378 2.041 6.454 -0.582 -0.251 0.065 -0.048
C 1.615 2.460 5.931 0.407 -0.239 -1.156 -0.021
C 1.956 2.128 4.625 -0.035 0.283 0.762 -0.068
H -0.764 0.456 3.809 0.535 0.261 0.355 0.059
H -1.441 0.960 5.988 -0.210 -0.043 0.143 0.128
H 0.101 2.288 7.474 -0.035 -0.082 -0.208 0.117
H 2.314 3.037 6.534 -0.228 -0.137 -0.074 0.124
H 2.905 2.416 4.161 -0.451 -0.085 0.327 0.120
```
Positions in Å, forces in eV/Å.

Calculated values
LUMO level = -3.6 eV
E = -2680.07427 a.u.
Gap between HOMO and LUMO = 4.42 eV
ΔE to the lowest compared entry with this formula, charge and spin = 67.53 kJ/mol
Total charge = +1

***

Which value of E does entry 1 give? -3014.86864 a.u.